1.
The following is a DFT calculation (ωB97M-V with the def2-TZVPD basis set) of a structure of composition C3H4LuO4 in a non-equilibrium geometry.

Orbital gap (spin up / spin down) (eV): 7.76 / 7.38
2S+1: 1
Charge: +1
Energy relative to the best compared isomer or geometry (same formula, charge and spin) (kJ/mol): 151.3
Molar mass (g mol⁻¹): 279.028
HOMO energy (spin up / spin down) (eV): -13.81 / -12.33
Energy (hartree): -1652.822382
E_LUMO (spin up / spin down) (eV): -6.0 / -4.9

Last column: natural (NBO) charge in e.
Geometry (Å):
1 O 1.7729 -0.4669 0.5387  -0.6992
2 C -1.1898 -0.6017 -0.3536  0.9940
3 C 1.0973 0.7835 0.7543  -0.1885
4 O -2.1554 -1.0542 0.3748  -0.8235
5 O -1.0068 0.6754 -0.4363  -0.4807
6 C 0.4064 1.1844 -0.5296  0.1984
7 H 1.8761 1.5319 0.9683  0.2094
8 H 0.3999 0.6612 1.6107  0.2103
9 H 0.2225 2.2680 -0.4667  0.1956
10 Lu -2.2679 -3.0061 -0.6970  1.7555
11 O -0.7555 -1.3958 -1.2833  -0.8399
12 H 1.6003 -0.5798 -0.4804  0.4686

=====

2.
The following is a DFT calculation (ωB97M-V with the def2-TZVPD basis set) of a structure of composition C22H62BBrN6NbO6P2 in a non-equilibrium geometry.

Orbital gap (eV): 3.87
2S+1: 1
Charge: -1
Energy relative to the best compared isomer or geometry (same formula, charge and spin) (kJ/mol): 1104.4
Molar mass (g mol⁻¹): 752.344
HOMO energy (eV): -4.07
Energy (hartree): -4993.538341
E_LUMO (eV): -0.2

Last column: Mulliken charge in e.
Geometry (Å):
1 C 1.5769 6.9844 -1.4745  -0.9351
2 C 0.4979 7.1461 -2.7025  -0.3785
3 C -0.2565 5.6821 -2.9197  -0.3850
4 O -1.5873 5.7402 -2.2970  -0.0762
5 C -2.6696 5.8531 -3.2860  -0.5678
6 Nb -4.3529 4.4077 -2.5948  -0.6974
7 O -6.0301 3.1815 -2.0543  -0.7948
8 Br -3.5014 2.5904 -4.3077  -0.4589
9 B -3.0328 3.4323 -1.0118  1.1752
10 O -2.5869 4.0192 0.2663  -0.4162
11 O -2.5294 2.0462 -1.3151  -0.4827
12 C -1.0651 2.1075 -1.6117  -0.0863
13 C -5.0295 6.1085 -1.1726  0.2314
14 C -5.4416 5.5797 0.3231  -0.7633
15 C -6.2627 6.8690 -1.9843  -0.4179
16 C -6.9818 8.0710 -1.1336  -0.2343
17 C -8.2140 8.6593 -2.0997  -0.9311
18 H 1.0781 6.6912 -0.4537  0.2140
19 H 2.1665 7.9965 -1.2793  0.3117
20 H 2.3358 6.1246 -1.7988  0.2397
21 H 1.0751 7.3568 -3.7074  0.2523
22 H -0.2717 8.0073 -2.4824  0.2442
23 H 0.3577 4.8613 -2.3087  0.1270
24 H -0.2408 5.3258 -4.0339  0.3857
25 H -3.1619 6.9310 -3.2854  0.1058
26 H -2.3790 5.5596 -4.3808  0.3594
27 H -5.3772 5.1312 -3.9065  0.0463
28 H -5.8974 2.8096 -1.1324  0.2128
29 H -1.7733 4.5941 0.1585  0.2702
30 H -0.8960 2.9848 -2.3863  -0.1441
31 H -0.4235 2.3868 -0.6530  0.1455
32 H -0.6715 1.1092 -2.1341  0.1284
33 H -4.1685 6.9212 -1.0812  0.0840
34 H -6.2585 6.2571 0.8682  0.2726
35 H -5.9354 4.4992 0.2702  0.0739
36 H -4.5028 5.6020 1.0594  0.1420
37 H -6.9825 6.0154 -2.3443  0.3444
38 H -5.7539 7.3256 -2.9612  0.1750
39 H -6.1815 8.8888 -0.8884  0.2243
40 H -7.5282 7.7105 -0.1442  0.2093
41 H -8.8617 9.4567 -1.5308  0.3000
42 H -8.8503 7.7094 -2.4351  0.2410
43 H -7.7501 9.0970 -3.0945  0.2519
44 O 0.9394 -1.2356 -2.8075  -0.7495
45 P 1.2651 -2.6697 -2.3231  0.8155
46 N 2.8090 -2.1661 -1.7345  0.0967
47 C 4.0629 -2.9080 -1.7523  -0.7230
48 C 2.7403 -1.3234 -0.5347  -1.0107
49 N 1.4747 -3.2264 -3.9573  0.2136
50 C 2.6938 -3.8157 -4.4926  -1.2708
51 C 0.8694 -2.4178 -5.0299  -0.9784
52 N 1.6395 -4.3184 -1.7661  -0.0096
53 C 0.6513 -5.3056 -2.2842  -1.0837
54 C 1.5553 -4.4833 -0.2969  -1.0003
55 H 4.0797 -3.7643 -1.0742  0.2219
56 H 4.9046 -2.2655 -1.4630  0.4217
57 H 4.3334 -3.2592 -2.7437  0.1681
58 H 2.3868 -1.8804 0.3363  0.2732
59 H 2.0601 -0.4804 -0.6788  0.2666
60 H 3.7131 -0.8874 -0.2792  0.3677
61 H 3.4668 -3.0557 -4.6648  0.3120
62 H 2.4982 -4.3063 -5.4553  0.4347
63 H 3.0864 -4.6116 -3.8573  0.3710
64 H 1.4610 -1.5199 -5.2353  0.3117
65 H -0.1526 -2.1184 -4.7717  0.3233
66 H 0.7846 -2.9834 -5.9653  0.2848
67 H -0.3669 -5.0338 -1.9810  0.3874
68 H 0.8716 -6.3136 -1.9126  0.3697
69 H 0.6629 -5.3948 -3.3717  0.3533
70 H 0.6094 -4.0893 0.0910  0.3738
71 H 2.3730 -3.9914 0.2283  0.1018
72 H 1.6370 -5.5400 -0.0096  0.3734
73 O 3.1083 -4.4816 2.8287  -0.7336
74 P 2.5480 -4.9422 4.1967  0.7324
75 N 3.5242 -3.7884 5.0332  0.1204
76 C 4.1845 -3.9375 6.3234  -0.7730
77 C 3.0896 -2.3987 4.8482  -0.8944
78 N 3.4395 -6.4331 4.1146  0.2094
79 C 4.4274 -6.8743 5.0891  -1.2667
80 C 3.9061 -6.8697 2.7871  -0.7696
81 N 1.9039 -5.4717 5.7693  -0.1034
82 C 1.1190 -6.7315 5.6399  -1.0544
83 C 0.9372 -4.5220 6.3664  -1.1141
84 H 3.4961 -3.9746 7.1708  0.2956
85 H 4.8684 -3.1004 6.5147  0.3954
86 H 4.8255 -4.8127 6.3728  0.1605
87 H 2.1273 -2.2041 5.3278  0.2736
88 H 2.9797 -2.1537 3.7890  0.1403
89 H 3.8141 -1.6817 5.2514  0.3735
90 H 5.3690 -6.3194 4.9880  0.3131
91 H 4.6596 -7.9389 4.9526  0.4398
92 H 4.0610 -6.8060 6.1149  0.3802
93 H 4.7838 -6.3002 2.4651  0.3112
94 H 3.1170 -6.7616 2.0345  0.0944
95 H 4.1766 -7.9322 2.7816  0.2984
96 H 0.2968 -6.6068 4.9252  0.3745
97 H 0.7010 -7.0348 6.6074  0.4022
98 H 1.7207 -7.5806 5.3116  0.3095
99 H 0.1637 -4.2395 5.6438  0.3815
100 H 1.4133 -3.6132 6.7324  0.2850
101 H 0.4485 -4.9541 7.2497  0.4041